Record 1
Density functional theory data (ωB97M-V/def2-TZVPD) for a molecular structure, C14H38N3O11PS3V in a non-equilibrium geometry.

Geometry as XYZ:
```
71
Properties=species:S:1:pos:R:3:lowdin_charge:R:1
O 0.068 0.068 1.429 -0.253
V -0.997 -0.756 2.302 1.017
O 1.712 -2.073 5.090 0.130
C 0.840 -1.589 4.201 -0.779
O 0.490 -0.389 4.161 -0.044
O 0.383 -2.284 3.231 -0.068
H 2.053 -1.270 5.519 0.127
O -3.798 2.146 2.665 0.125
C -2.797 1.264 2.502 -0.775
O -2.663 0.557 1.476 -0.035
O -1.949 1.098 3.423 -0.052
H -3.587 2.549 3.523 0.123
O 2.470 -0.414 -5.100 -0.289
P 1.709 0.522 -4.255 0.530
N 1.099 -0.167 -2.869 -0.304
C 0.796 -1.585 -2.865 -0.114
C 0.406 0.621 -1.832 -0.089
N 0.383 1.162 -5.104 -0.307
C -0.228 2.410 -4.679 -0.135
C -0.412 0.411 -6.069 -0.106
N 2.554 1.883 -3.696 -0.308
C 3.441 1.778 -2.544 -0.105
C 2.988 2.812 -4.720 -0.144
H 0.498 -1.900 -1.866 0.070
H 1.664 -2.163 -3.187 0.078
H 0.030 -1.897 -3.587 0.074
H 0.628 1.682 -1.914 0.078
H 0.761 0.231 -0.883 0.060
H -0.676 0.528 -1.960 0.074
H 0.484 3.180 -4.387 0.061
H -0.760 2.885 -5.513 0.081
H -0.992 2.259 -3.909 0.076
H -1.471 0.579 -5.851 0.075
H -0.241 0.817 -7.069 0.081
H -0.193 -0.649 -5.968 0.072
H 3.507 2.752 -2.056 0.084
H 2.998 1.134 -1.784 0.055
H 4.407 1.373 -2.850 0.088
H 2.448 2.727 -5.664 0.077
H 4.036 2.827 -5.042 0.084
H 2.783 3.815 -4.322 0.081
C -3.588 -0.904 5.355 -0.221
S -3.489 -2.309 4.212 0.956
O -2.576 -1.771 3.127 -0.627
C -2.415 -3.346 5.241 -0.216
H -4.158 -0.137 4.830 0.053
H -2.592 -0.503 5.540 0.068
H -4.084 -1.103 6.304 0.064
H -2.209 -4.248 4.666 0.059
H -2.821 -3.573 6.224 0.064
H -1.465 -2.824 5.365 0.057
C -2.834 -1.963 -1.352 -0.231
S -2.026 -3.065 -0.176 0.943
O -1.182 -2.166 0.699 -0.583
C -3.502 -3.482 0.789 -0.248
H -2.139 -1.274 -1.834 0.038
H -3.560 -1.336 -0.830 0.062
H -3.349 -2.438 -2.189 0.064
H -4.243 -4.033 0.210 0.066
H -4.004 -2.563 1.101 0.051
H -3.170 -3.976 1.697 0.041
C 3.632 0.445 2.243 -0.247
S 3.468 1.976 1.263 0.812
O 2.032 2.000 0.837 -0.556
C 3.593 3.146 2.681 -0.244
H 4.621 0.355 2.690 0.052
H 3.427 -0.357 1.539 0.053
H 2.865 0.476 3.018 0.039
H 4.625 3.242 3.020 0.046
H 3.028 2.719 3.506 0.048
H 3.242 4.077 2.248 0.043
```

Output
relative energy (zero: lowest compared OMol25 entry of this formula, charge and spin)	0.0	kcal per mole
<S²>	0.794
HOMO energy (alpha / beta)	-7.7 / -7.7	eV
multiplicity	2
HOMO-LUMO gap (alpha / beta)	7.669 / 7.671	eV



Record 2
Density functional theory data (ωB97M-V/def2-TZVPD) for a molecular structure, C14H40F6HfN2O19S3 in a non-equilibrium geometry.

Geometry as XYZ:
```
85
Properties=species:S:1:pos:R:3:lowdin_charge:R:1
Hf -18.968 13.040 23.700 2.084
S -19.627 13.438 20.848 0.365
O -19.179 12.516 19.862 -0.258
O -20.446 14.508 20.387 -0.259
O -20.296 12.632 22.000 -0.455
O -18.510 13.985 21.759 -0.449
C -20.056 13.651 28.207 -0.679
F -20.464 13.217 29.373 0.188
F -20.811 14.683 27.828 0.150
F -18.787 14.073 28.283 0.129
S -20.195 12.277 27.005 0.551
O -21.558 11.871 27.064 -0.235
O -19.882 12.971 25.695 -0.478
O -19.184 11.334 27.353 -0.251
C -18.515 17.229 25.636 -0.659
F -19.810 17.487 25.517 0.148
F -17.866 18.348 25.877 0.185
F -18.347 16.358 26.646 0.130
S -17.923 16.443 24.091 0.582
O -18.701 15.181 24.004 -0.427
O -18.212 17.306 22.998 -0.222
O -16.532 16.142 24.290 -0.280
C -22.593 18.834 28.413 -0.123
O -23.933 19.260 28.350 -0.182
C -24.190 20.338 27.473 -0.222
C -23.657 20.171 26.074 -0.228
N -24.318 19.071 25.348 -0.043
C -23.834 18.894 23.970 -0.210
C -22.351 18.877 23.789 -0.258
O -21.823 20.172 23.772 -0.189
C -20.451 20.164 23.490 -0.095
H -21.866 19.590 28.095 0.085
H -22.454 17.929 27.813 0.082
H -22.355 18.629 29.460 0.085
H -23.798 21.266 27.913 0.124
H -25.280 20.419 27.452 0.123
H -22.582 20.013 26.042 0.093
H -23.786 21.136 25.547 0.128
H -25.294 19.344 25.293 0.106
H -24.296 19.634 23.294 0.125
H -24.257 17.951 23.603 0.114
H -22.127 18.380 22.833 0.130
H -21.896 18.268 24.587 0.114
H -19.884 19.591 24.223 0.067
H -20.140 21.208 23.445 0.094
H -20.265 19.792 22.473 0.097
C -13.898 18.937 24.932 -0.124
O -12.521 18.763 24.940 -0.191
C -11.802 19.898 25.337 -0.226
C -11.855 21.090 24.383 -0.204
N -11.155 20.953 23.109 -0.061
C -11.438 19.777 22.304 -0.213
C -10.532 19.777 21.105 -0.239
O -9.186 19.710 21.529 -0.190
C -8.316 19.751 20.448 -0.133
H -14.328 18.000 24.582 0.068
H -14.271 19.731 24.271 0.084
H -14.320 19.171 25.924 0.094
H -10.760 19.602 25.477 0.127
H -12.193 20.219 26.320 0.120
H -11.434 21.961 24.884 0.117
H -12.894 21.322 24.127 0.105
H -10.157 21.017 23.271 0.103
H -12.478 19.769 21.974 0.128
H -11.246 18.877 22.901 0.117
H -10.698 20.708 20.541 0.129
H -10.740 18.900 20.478 0.124
H -8.305 20.760 20.008 0.092
H -8.606 19.049 19.655 0.087
H -7.314 19.499 20.786 0.087
O -16.679 13.189 23.341 -0.078
H -16.257 13.590 22.566 0.111
H -15.978 12.997 23.976 0.095
O -17.351 13.798 25.942 -0.079
H -16.404 13.625 25.942 0.074
H -17.473 14.435 26.654 0.045
O -19.061 17.207 20.286 -0.071
H -19.541 16.369 20.244 -0.013
H -18.700 17.247 21.182 -0.025
O -21.107 14.101 23.858 -0.089
H -21.744 13.906 24.556 0.098
H -21.524 14.705 23.231 0.109
O -13.904 15.449 23.679 -0.060
H -13.998 15.337 22.728 0.036
H -14.793 15.687 23.985 -0.031
```

Output
HOMO energy	-8.3	eV
multiplicity	1
HOMO-LUMO gap	5.168	eV



Record 3
Density functional theory data (ωB97M-V/def2-TZVPD) for a molecular structure, C14H40O20P4S in a non-equilibrium geometry.

Geometry as XYZ:
```
79
Properties=species:S:1:pos:R:3:lowdin_charge:R:1
C -2.853 4.742 -3.350 -0.073
O -2.837 3.703 -2.354 -0.207
P -1.527 3.421 -1.530 0.327
O -0.618 2.399 -2.037 -0.206
O -2.101 3.070 -0.106 -0.217
C -2.942 4.002 0.596 -0.064
O -0.829 4.840 -1.368 -0.220
C 0.129 4.996 -0.319 -0.079
H -3.485 4.405 -4.168 0.090
H -1.868 4.949 -3.764 0.085
H -3.264 5.651 -2.915 0.094
H -3.078 3.599 1.595 0.091
H -3.932 3.990 0.133 0.093
H -2.530 5.005 0.580 0.081
H -0.332 5.516 0.524 0.087
H 0.925 5.643 -0.680 0.096
H 0.530 4.042 0.015 0.080
C -1.716 -0.820 -2.996 -0.076
O -2.473 0.300 -3.448 -0.232
P -3.000 0.495 -4.921 0.332
O -2.517 -0.468 -5.899 -0.209
O -2.536 1.988 -5.243 -0.221
C -1.122 2.216 -5.276 -0.084
O -4.556 0.689 -4.810 -0.185
C -5.153 1.365 -3.711 -0.093
H -0.828 -0.432 -2.496 0.073
H -1.337 -1.392 -3.847 0.087
H -2.320 -1.455 -2.354 0.092
H -0.594 1.359 -4.867 0.086
H -0.881 3.079 -4.658 0.061
H -0.858 2.450 -6.305 0.095
H -5.865 0.706 -3.216 0.092
H -5.687 2.251 -4.059 0.092
H -4.423 1.705 -2.978 0.067
C -2.571 -2.964 8.058 -0.099
O -2.143 -1.818 7.325 -0.197
P -2.239 -1.811 5.746 0.300
O -2.734 -3.060 5.166 -0.223
O -0.832 -1.351 5.256 -0.217
C 0.284 -2.271 5.279 -0.052
O -3.068 -0.500 5.498 -0.198
C -3.047 0.022 4.151 -0.084
H -3.497 -2.730 8.588 0.089
H -1.834 -3.166 8.840 0.087
H -2.687 -3.849 7.442 0.078
H 1.173 -1.660 5.189 0.078
H 0.178 -2.940 4.427 0.094
H 0.262 -2.859 6.196 0.089
H -3.902 0.682 4.072 0.087
H -3.122 -0.774 3.406 0.090
H -2.093 0.522 3.986 0.078
C 6.576 -3.898 0.696 -0.099
O 7.166 -3.248 -0.422 -0.208
P 6.392 -3.199 -1.807 0.327
O 7.208 -2.706 -2.907 -0.213
O 5.805 -4.654 -1.917 -0.217
C 4.973 -5.040 -3.023 -0.070
O 5.070 -2.356 -1.506 -0.213
C 5.218 -1.052 -0.957 -0.094
H 6.984 -3.438 1.598 0.091
H 6.831 -4.957 0.727 0.090
H 5.491 -3.785 0.719 0.087
H 4.045 -5.402 -2.596 0.091
H 5.492 -5.781 -3.626 0.090
H 4.802 -4.193 -3.692 0.088
H 6.230 -0.845 -0.607 0.091
H 4.562 -0.914 -0.097 0.070
H 4.929 -0.313 -1.704 0.094
C -0.160 0.100 0.946 -0.150
C 1.155 0.828 0.753 -0.155
O 2.091 -0.258 0.520 -0.191
S 1.768 -1.284 1.688 0.572
O 2.154 -0.731 2.940 -0.226
O 2.172 -2.589 1.355 -0.198
O 0.175 -1.146 1.567 -0.181
H -0.534 -0.123 -0.057 0.120
H -0.919 0.666 1.478 0.126
H 1.508 1.349 1.645 0.126
H 1.163 1.489 -0.108 0.120
```

Output
relative energy (zero: lowest compared OMol25 entry of this formula, charge and spin)	0.0	kcal per mole
HOMO energy	-10.3	eV
multiplicity	1
HOMO-LUMO gap	10.312	eV



Record 4
Density functional theory data (ωB97M-V/def2-TZVPD) for 5 unconnected molecules or ions with the total composition C14H41F3NO19P5 in a non-equilibrium geometry.

Geometry as XYZ:
```
83
Properties=species:S:1:pos:R:3:lowdin_charge:R:1
O 0.635 2.263 -3.639 0.039
N 1.748 1.948 -3.791 -0.116
O 1.873 0.845 -4.671 -0.448
P 1.606 -0.733 -3.887 0.889
C 1.361 -2.477 -3.123 -0.325
O 2.218 -2.748 -1.997 -0.005
C 1.856 -2.221 -0.824 -0.767
F 2.891 -1.535 -0.321 0.148
F 0.793 -1.422 -0.881 0.156
F 1.583 -3.174 0.071 0.161
H 2.384 -1.263 -4.914 0.041
H 0.227 -0.621 -4.093 0.041
H 2.217 -0.251 -2.725 0.038
H 0.313 -2.713 -2.928 0.092
H 1.678 -3.185 -3.892 0.087
C -1.435 -4.041 5.794 -0.092
O -2.554 -4.145 4.893 -0.218
P -2.501 -3.322 3.489 0.458
O -3.890 -3.255 3.031 -0.229
O -1.613 -4.471 2.746 -0.273
C -2.233 -5.717 2.444 -0.099
O -1.725 -2.134 2.778 -0.189
C -0.336 -2.203 2.403 -0.073
H -1.630 -4.699 6.636 0.087
H -0.512 -4.358 5.301 0.084
H -1.324 -3.020 6.160 0.088
H -3.315 -5.616 2.371 0.083
H -1.983 -6.455 3.208 0.084
H -1.837 -6.056 1.488 0.085
H -0.244 -2.743 1.468 0.071
H 0.265 -2.677 3.175 0.094
H 0.013 -1.185 2.261 0.077
C 2.445 3.449 4.227 -0.091
O 1.723 2.616 5.158 -0.213
P 1.532 1.046 4.811 0.430
O 0.429 0.582 5.651 -0.234
O 2.987 0.586 5.365 -0.271
C 3.207 0.591 6.775 -0.094
O 1.578 0.098 3.530 -0.228
C 2.818 -0.236 2.873 -0.070
H 2.514 4.441 4.663 0.088
H 3.454 3.061 4.064 0.085
H 1.916 3.515 3.277 0.089
H 2.269 0.508 7.323 0.083
H 3.725 1.505 7.069 0.086
H 3.840 -0.262 7.011 0.087
H 3.315 -1.028 3.428 0.097
H 3.477 0.623 2.782 0.087
H 2.569 -0.599 1.881 0.067
C 3.023 4.139 -10.594 -0.096
O 2.865 2.804 -10.077 -0.217
P 4.195 1.930 -9.753 0.424
O 3.748 0.540 -9.703 -0.232
O 4.457 2.599 -8.300 -0.270
C 3.565 2.269 -7.234 -0.103
O 5.735 1.916 -10.164 -0.203
C 6.670 2.909 -9.706 -0.087
H 2.032 4.573 -10.688 0.087
H 3.615 4.751 -9.907 0.084
H 3.497 4.122 -11.575 0.086
H 3.071 1.315 -7.410 0.076
H 2.815 3.053 -7.117 0.087
H 4.147 2.205 -6.318 0.083
H 6.987 2.664 -8.696 0.090
H 6.248 3.910 -9.729 0.081
H 7.530 2.870 -10.370 0.089
C -8.872 0.325 2.842 -0.103
O -7.686 0.604 2.079 -0.219
P -6.547 1.565 2.734 0.422
O -5.740 2.027 1.605 -0.237
O -5.871 0.406 3.626 -0.267
C -5.111 -0.626 2.969 -0.088
O -6.432 2.683 3.871 -0.208
C -6.491 2.365 5.272 -0.092
H -9.476 -0.372 2.268 0.086
H -8.616 -0.134 3.801 0.085
H -9.449 1.236 3.012 0.085
H -4.738 -0.288 2.004 0.090
H -5.725 -1.513 2.839 0.079
H -4.275 -0.876 3.609 0.062
H -5.521 2.000 5.598 0.091
H -7.257 1.625 5.493 0.081
H -6.723 3.286 5.802 0.087
```

Output
HOMO energy	-9.7	eV
multiplicity	1
SMILES string	O=NO[PH3]COC(F)(F)F.COP(=O)(OC)OC.COP(=O)(OC)OC.COP(=O)(OC)OC.COP(=O)(OC)OC
HOMO-LUMO gap	9.518	eV



Record 5
Density functional theory data (ωB97M-V/def2-TZVPD) for 5 unconnected molecules or ions with the total composition C14H41N3O5 in a non-equilibrium geometry.

Geometry as XYZ:
```
63
Properties=species:S:1:pos:R:3:lowdin_charge:R:1
C 1.140 1.957 -5.865 -0.121
O 1.910 2.033 -4.704 -0.182
C 2.232 0.790 -4.136 -0.232
C 2.717 0.953 -2.708 -0.436
C 3.990 1.754 -2.613 -0.054
N 2.856 -0.361 -2.050 0.033
H 0.098 1.697 -5.630 0.089
H 1.527 1.175 -6.537 0.089
H 1.149 2.899 -6.405 0.087
H 1.418 0.061 -4.260 0.124
H 3.060 0.349 -4.734 0.133
H 1.909 1.463 -2.168 0.138
H 3.766 2.784 -2.905 0.083
H 4.755 1.414 -3.317 0.083
H 4.415 1.807 -1.613 0.080
H 1.975 -0.867 -2.077 0.067
H 3.508 -0.946 -2.567 0.082
C -1.352 1.129 -1.070 -0.104
O -2.636 0.532 -1.011 -0.201
C -3.686 1.417 -1.390 -0.219
C -4.918 1.074 -0.563 -0.449
C -5.478 -0.301 -0.853 -0.068
N -6.004 2.069 -0.689 0.033
H -0.637 0.321 -0.925 0.068
H -1.229 1.846 -0.258 0.081
H -1.164 1.569 -2.056 0.086
H -3.392 2.466 -1.277 0.121
H -3.889 1.231 -2.459 0.130
H -4.548 1.109 0.467 0.135
H -4.723 -1.086 -0.886 0.075
H -6.126 -0.315 -1.730 0.077
H -6.126 -0.561 -0.009 0.077
H -5.742 2.938 -0.232 0.066
H -6.043 2.329 -1.674 0.068
C 1.770 -3.049 0.201 -0.115
O 2.156 -2.458 1.415 -0.196
C 1.242 -2.729 2.463 -0.209
C 1.874 -2.423 3.802 -0.402
C 2.491 -3.680 4.457 -0.061
N 0.939 -1.709 4.718 0.045
H 0.802 -2.693 -0.168 0.094
H 1.753 -4.146 0.252 0.091
H 2.543 -2.793 -0.525 0.079
H 0.379 -2.047 2.353 0.120
H 0.830 -3.744 2.417 0.130
H 2.749 -1.782 3.659 0.140
H 1.723 -4.444 4.592 0.079
H 2.910 -3.422 5.433 0.074
H 3.332 -4.016 3.852 0.082
H 1.121 -2.111 5.637 0.078
H 0.015 -2.107 4.529 0.085
C -1.478 2.144 2.912 -0.088
C -0.955 0.851 3.480 -0.358
O 0.270 1.122 4.135 -0.094
H -2.321 2.015 2.230 0.061
H -0.675 2.524 2.272 0.075
H -1.695 2.879 3.683 0.074
H -0.795 0.114 2.675 0.090
H -1.685 0.331 4.123 0.107
H 0.552 0.290 4.544 0.028
O 1.506 0.367 0.618 -0.061
H 1.739 -0.350 1.219 0.013
H 2.179 0.336 -0.073 -0.003
```

Output
relative energy (zero: lowest compared OMol25 entry of this formula, charge and spin)	4.2	kcal per mole
HOMO energy	-9.2	eV
multiplicity	1
SMILES string	COC[C@H](C)N.COC[C@H](C)N.COC[C@H](C)N.CCO.O
HOMO-LUMO gap	9.839	eV



Record 6
Density functional theory data (ωB97M-V/def2-TZVPD) for 7 unconnected molecules or ions with the total composition C14H42O7 in a non-equilibrium geometry.

Geometry as XYZ:
```
63
Properties=species:S:1:pos:R:3:lowdin_charge:R:1
C 15.491 -17.757 34.636 -0.090
C 14.522 -16.568 34.592 -0.370
O 15.273 -15.499 34.916 -0.064
H 16.367 -17.715 33.988 0.070
H 15.101 -18.752 34.421 0.064
H 15.861 -17.772 35.661 0.070
H 13.636 -16.614 35.224 0.114
H 14.141 -16.486 33.575 0.106
H 15.627 -15.016 34.165 0.099
C 8.520 -19.584 29.232 -0.079
C 8.377 -20.041 27.733 -0.253
O 9.174 -19.182 26.823 -0.117
H 7.693 -18.917 29.472 0.063
H 9.441 -19.057 29.481 0.065
H 8.583 -20.504 29.813 0.061
H 7.329 -19.937 27.450 0.097
H 8.677 -21.061 27.494 0.100
H 9.947 -19.682 26.553 0.064
C 14.315 -24.390 20.796 -0.092
C 13.080 -23.521 21.102 -0.361
O 13.399 -22.288 21.652 -0.049
H 14.934 -24.640 21.658 0.071
H 14.964 -23.975 20.026 0.065
H 13.919 -25.298 20.342 0.066
H 12.618 -24.030 21.948 0.101
H 12.302 -23.722 20.366 0.113
H 13.285 -21.717 20.889 0.086
C 7.612 -27.907 22.131 -0.114
C 6.853 -26.662 22.466 -0.323
O 6.174 -26.146 21.301 -0.078
H 7.972 -28.415 23.026 0.073
H 8.471 -27.704 21.491 0.076
H 6.994 -28.720 21.751 0.076
H 7.580 -25.964 22.882 0.109
H 6.140 -27.017 23.210 0.106
H 5.729 -25.336 21.563 0.075
C 7.036 -12.847 29.591 -0.085
C 6.346 -13.237 28.270 -0.360
O 7.267 -13.582 27.299 -0.060
H 7.519 -13.676 30.109 0.068
H 6.192 -12.575 30.225 0.064
H 7.672 -11.967 29.499 0.073
H 5.668 -12.444 27.955 0.107
H 5.566 -13.985 28.415 0.104
H 7.557 -14.484 27.454 0.089
C 5.471 -18.160 18.835 -0.104
C 5.717 -19.176 19.944 -0.253
O 4.378 -19.708 20.325 -0.123
H 5.147 -18.565 17.876 0.072
H 6.374 -17.598 18.599 0.066
H 4.698 -17.422 19.050 0.070
H 6.196 -18.741 20.822 0.103
H 6.197 -20.101 19.625 0.108
H 3.910 -19.005 20.781 0.061
C 10.122 -22.755 38.226 -0.086
C 9.674 -23.902 37.292 -0.324
O 9.027 -24.997 37.922 -0.077
H 10.904 -23.051 38.926 0.071
H 9.258 -22.436 38.810 0.069
H 10.456 -21.913 37.619 0.072
H 10.492 -24.330 36.712 0.107
H 8.985 -23.449 36.578 0.099
H 8.770 -24.652 38.780 0.069
```

Output
relative energy (zero: lowest compared OMol25 entry of this formula, charge and spin)	94.6	kcal per mole
HOMO energy	-10.3	eV
multiplicity	1
SMILES string	CCO.CCO.CCO.CCO.CCO.CCO.CCO
HOMO-LUMO gap	10.728	eV